{"formula": "C5H13N2O", "method": "wB97M-V/def2-TZVPD", "species": ["C", "N", "C", "N", "C", "C", "C", "O", "H", "H", "H", "H", "H", "H", "H", "H", "H", "H", "H", "H", "H"], "xyz": [[0.2712, 1.2910, 0.6205], [-1.0494, 1.3653, 0.2294], [-1.1336, 1.5874, -1.2432], [-0.3063, 1.3143, -2.3914], [0.9445, -0.0455, 0.0524], [0.2940, -1.3089, 0.7116], [1.3661, -2.1053, 1.5219], [2.4134, -2.3958, 0.7099], [0.7849, 2.2964, 0.3526], [0.4082, 1.1793, 1.7266], [-1.2234, 0.5000, -0.7405], [-2.3886, -0.5966, -1.0620], [-1.9472, 2.3419, -1.4147], [-3.0077, -0.3164, -1.3276], [0.3590, 2.0543, -2.5628], [1.9699, 0.2199, -0.0742], [0.4885, -0.0868, -0.8934], [-0.5972, -0.9621, 1.2990], [-0.2690, -1.9417, -0.0055], [0.8766, -2.9963, 2.1089], [1.7461, -1.3941, 2.3825]], "total_charge": -1, "homo_lumo_gap_ev": 4.62, "e_lumo_ev": 2.2393, "relative_energy_kj_mol": 837.78}